[1]
# C4H8N2O

C4H8N2O as an isolated structure (the ωB97M-V functional and the def2-TZVPD basis, OMol25).

HOMO energy (eV): -9.736
Kohn-Sham gap (eV): 10.67

```
! wB97M-V def2-TZVPD RIJCOSX def2/J DEFGRID3
* xyz 0 1
C -1.79 -0.30 0.04
C -0.50 -0.67 -0.66
O -0.20 0.51 -1.49
C 0.70 0.90 -0.53
N 0.94 2.03 -0.03
C 0.93 -0.48 -0.01
N 1.32 -0.68 1.36
H -1.66 0.60 0.64
H -2.22 -1.09 0.67
H -2.50 -0.06 -0.76
H -0.61 -1.58 -1.26
H 0.39 2.74 -0.52
H 1.60 -1.04 -0.67
H 2.25 -1.07 1.38
H 1.37 0.22 1.83
*
```

[2]
# C4H8N2O

C4H8N2O as an isolated structure (the ωB97M-V functional and the def2-TZVPD basis, OMol25).

HOMO energy (eV): -6.872
Kohn-Sham gap (eV): 7.61

```
! wB97M-V def2-TZVPD RIJCOSX def2/J DEFGRID3
* xyz 0 1
C 1.53 -0.53 -0.53
C 0.29 0.62 0.62
N -0.23 1.64 -0.12
C 0.03 -0.72 0.59
C -2.42 -0.59 0.02
O 2.71 -0.55 0.19
N -1.47 -0.55 0.85
H 2.75 0.30 0.66
H 0.37 2.42 -0.34
H -1.22 1.78 -0.25
H 1.41 -1.52 -0.99
H 1.49 0.21 -1.34
H 0.46 -1.44 1.27
H -3.43 -0.78 0.36
H -2.28 -0.30 -1.02
*
```

[3]
# C4H8N2O

One molecule with the formula C4H8N2O (the ωB97M-V functional and the def2-TZVPD basis, OMol25).

Structure (SMILES): [H]/N=C1\C[C@@H](C)ON1
HOMO energy (eV): -9.298
Kohn-Sham gap (eV): 10.23

```
! wB97M-V def2-TZVPD RIJCOSX def2/J DEFGRID3
* xyz 0 1
H -0.24 1.37 -2.79
N 0.62 1.55 -2.32
C 0.45 1.03 -1.19
C -0.72 0.14 -0.59
C -0.14 -0.15 0.78
C -0.44 -1.51 1.47
O 1.23 0.02 0.60
N 1.37 1.25 -0.17
H -1.67 0.72 -0.75
H -0.78 -0.79 -1.22
H -0.53 0.46 1.58
H -1.50 -1.65 1.72
H 0.02 -1.40 2.46
H -0.04 -2.31 1.00
H 2.38 1.26 -0.57
*
```

[4]
# C4H8N2O

One molecule with the formula C4H8N2O (the ωB97M-V functional and the def2-TZVPD basis, OMol25).

Structure (SMILES): CC1=C(NO)CN1
HOMO energy (eV): -7.550
Kohn-Sham gap (eV): 8.30

```
! wB97M-V def2-TZVPD RIJCOSX def2/J DEFGRID3
* xyz 0 1
C -1.95 -0.55 -0.06
C -0.69 0.23 -0.19
C 0.60 -0.03 0.10
N 1.26 -0.92 -0.69
O 2.20 -1.75 -0.01
C 0.80 1.29 0.76
N -0.58 1.64 0.21
H -2.70 -0.38 -0.84
H -2.38 -0.21 0.89
H -1.77 -1.63 0.01
H 0.34 -1.19 -1.21
H 2.91 -1.85 -0.66
H 0.71 1.28 1.85
H 1.66 1.89 0.46
H -0.40 2.19 -0.63
*
```

[5]
# C4H8N2O

One molecule with the formula C4H8N2O (the ωB97M-V functional and the def2-TZVPD basis, OMol25).

Structure (SMILES): C[C@@]1(C(N)=O)CN1
HOMO energy (eV): -9.616
Kohn-Sham gap (eV): 10.59

```
! wB97M-V def2-TZVPD RIJCOSX def2/J DEFGRID3
* xyz 0 1
C -0.97 -1.00 0.63
C -0.20 0.02 -0.17
C 1.26 -0.33 -0.36
N 2.01 -0.03 0.72
O 1.65 -0.97 -1.31
C -0.88 0.81 -1.21
N -0.43 1.46 0.03
H -1.83 -0.47 1.04
H -1.30 -1.81 -0.03
H -0.42 -1.48 1.45
H 1.68 0.70 1.32
H 2.98 -0.27 0.70
H -0.36 1.10 -2.11
H -1.95 0.65 -1.33
H -1.23 1.61 0.64
*
```

[6]
# C4H8N2O

One molecule with the formula C4H8N2O (the ωB97M-V functional and the def2-TZVPD basis, OMol25).

Structure (SMILES): CO/C=N/N1CC1
HOMO energy (eV): -8.913
Kohn-Sham gap (eV): 9.98

```
! wB97M-V def2-TZVPD RIJCOSX def2/J DEFGRID3
* xyz 0 1
C 2.49 0.65 0.03
O 2.35 -0.77 -0.11
C 1.08 -1.02 -0.04
N 0.19 -0.16 0.10
N -1.14 -0.76 0.01
C -2.16 0.03 0.67
C -2.07 0.15 -0.78
H 1.95 1.48 -0.62
H 2.19 0.85 1.11
H 3.58 0.84 -0.23
H 0.73 -2.07 -0.06
H -2.90 -0.55 1.13
H -1.71 0.81 1.19
H -1.70 1.04 -1.13
H -2.89 -0.53 -1.27
*
```

Q: Kohn-Sham gap of number 2 (C4H8N2O)?
A: 7.61 eV